103
Properties=species:S:1:pos:R:3 method="wB97M-V/def2-TZVPD" multiplicity=2 fmax_ha_per_bohr=0.011 gap_ev="8.64 / 9.38" lumo_ev="0.2 / 0.2" e_tot_ha=-5335.786284
C 9.7555 -2.8804 1.1731
C 10.0188 -1.6451 0.3185
C 10.1555 -2.0986 -1.1538
C 8.8643 -0.6152 0.4852
C 9.1047 0.5434 1.4705
Br 8.8910 -0.1159 3.2959
P 7.7995 1.8463 1.2343
O 6.5424 0.9470 0.7601
O 8.2319 2.5780 -0.1473
S 7.4829 3.0772 2.6414
C 10.4998 1.2102 1.3326
C 11.5187 0.4216 0.4864
C 12.9446 0.7754 0.9057
C 11.3527 0.7348 -1.0049
N 11.3089 -1.0235 0.7736
O 11.7316 -1.3743 1.9260
H 10.6388 -3.5167 1.1998
H 9.4889 -2.6231 2.1931
H 8.9392 -3.4407 0.7152
H 9.6475 -1.4347 -1.8529
H 11.2044 -2.1440 -1.4431
H 9.7476 -3.1010 -1.2780
H 7.9700 -1.1501 0.7997
H 8.6127 -0.1875 -0.4898
H 6.0150 1.4356 0.1049
H 8.7018 2.0002 -0.7673
H 10.4067 2.2074 0.8912
H 10.9005 1.3655 2.3303
H 13.2842 1.6662 0.3765
H 13.6182 -0.0472 0.6660
H 13.0131 0.9538 1.9762
H 10.3137 0.7346 -1.3348
H 11.8881 0.0206 -1.6280
H 11.7627 1.7244 -1.2034
C 3.5883 2.6060 -1.4874
O 2.7580 1.5497 -1.0770
C 3.1507 1.0025 0.1688
C 2.0025 0.2932 0.8482
O 1.0536 1.1697 1.4271
C 0.0813 1.7291 0.5605
C -1.0581 0.7925 0.2317
O -0.6641 -0.1691 -0.7266
C -1.5017 -1.3043 -0.7230
H 4.6163 2.2638 -1.6831
H 3.1825 3.0041 -2.4152
H 3.6259 3.4046 -0.7380
H 3.5241 1.7942 0.8315
H 3.9598 0.2735 0.0104
H 2.4245 -0.2668 1.6855
H 1.5305 -0.4115 0.1596
H 0.5353 2.1087 -0.3581
H -0.3387 2.5717 1.1141
H -1.8978 1.3861 -0.1599
H -1.3953 0.2974 1.1512
H -1.5032 -1.7919 0.2591
H -1.1132 -2.0006 -1.4638
H -2.5336 -1.0439 -0.9866
C -6.5261 3.6422 0.2917
O -6.1752 3.0560 -0.9386
C -4.7901 2.7937 -1.0476
C -4.5150 1.7211 -2.0772
O -4.8225 0.4090 -1.6367
C -6.1884 0.0291 -1.6123
C -6.7776 -0.2768 -2.9692
O -7.0740 0.9106 -3.6775
C -7.1776 0.7047 -5.0660
H -6.0655 4.6293 0.4182
H -7.6085 3.7564 0.3000
H -6.2258 3.0084 1.1349
H -4.3879 2.4693 -0.0786
H -4.2600 3.7094 -1.3469
H -3.4361 1.7132 -2.2509
H -5.0144 1.9559 -3.0199
H -6.7974 0.7716 -1.0919
H -6.2105 -0.8984 -1.0350
H -7.6988 -0.8602 -2.8232
H -6.0708 -0.8946 -3.5380
H -6.2510 0.2866 -5.4768
H -7.3652 1.6730 -5.5257
H -8.0044 0.0285 -5.3150
C -11.8231 -4.8907 2.0601
O -10.9995 -3.7653 2.2522
C -9.6454 -4.1069 2.4729
C -8.7361 -2.9417 2.1595
O -8.5598 -2.7102 0.7721
C -9.5833 -1.9891 0.1070
C -9.5118 -0.4951 0.3180
O -10.0134 -0.1276 1.5892
C -9.5123 1.1114 2.0304
H -11.8590 -5.5243 2.9545
H -12.8263 -4.5269 1.8472
H -11.4757 -5.4987 1.2168
H -9.3622 -4.9627 1.8469
H -9.4983 -4.3903 3.5251
H -7.7426 -3.1969 2.5349
H -9.0814 -2.0415 2.6735
H -10.5754 -2.3639 0.3689
H -9.4123 -2.1742 -0.9563
H -10.1011 0.0010 -0.4667
H -8.4690 -0.1704 0.2159
H -8.4170 1.1008 2.0846
H -9.9161 1.2919 3.0246
H -9.8196 1.9309 1.3690